The following is a DFT calculation (the ωB97M-V functional and the def2-TZVPD basis) of C22H38IrP2 as an isolated structure at a distorted geometry.

Structure (XYZ):
```
63
C22H38IrP2 | OMol25 | the ωB97M-V functional and the def2-TZVPD basis
Ir -0.3614 -1.2841 0.1140
P -0.9701 5.2939 0.7639
P 2.6791 4.4713 -0.6802
C -1.2313 3.6006 -0.5288
C 1.5925 5.9358 -0.5055
C -1.5104 5.8154 2.4373
C -2.0975 -0.4223 0.0615
C 0.9600 -2.7908 1.1475
C 2.2018 2.8386 -1.1587
C 0.8145 2.4052 -1.6737
C -2.1706 6.2017 -0.2661
C 3.3376 4.9001 -2.3699
C 0.7454 -2.6594 -1.2765
C 1.5308 3.0751 1.4880
C 0.6249 6.1510 0.6747
C 0.0737 2.6156 1.4908
C -0.1320 -3.7620 -1.2528
C -0.4462 -4.3761 -0.0480
C -1.0105 3.6068 0.9265
C 1.4339 -2.2530 -0.0900
C -0.2978 3.4819 -1.6648
C 4.1968 4.9278 0.2663
C 1.7557 -0.8568 -0.0468
C 0.1038 -3.9080 1.1382
C 2.4400 2.8601 0.3031
H 0.3081 7.2104 0.6232
H -1.9456 3.3683 1.4599
H 3.3975 2.4230 0.6062
H 2.5005 5.0724 -3.0610
H -3.1138 5.6419 -0.3438
H 1.5654 4.1330 1.8033
H -2.7532 -0.9789 0.7555
H -2.3839 7.1738 0.2000
H 0.4780 1.4870 -1.1601
H 3.0014 2.3770 -1.7527
H -1.8068 6.8734 2.4012
H 3.9578 5.8033 -2.3242
H 0.1541 4.4597 -1.9155
H -2.3659 5.2039 2.7552
H 0.9664 2.1088 -2.7242
H -0.0871 -4.4169 2.0832
H 1.0801 6.1272 -1.4658
H 1.4402 -2.4311 2.0608
H 2.0153 2.5501 2.3340
H 2.3275 6.7589 -0.4189
H -1.7782 6.3779 -1.2784
H -0.9338 3.2626 -2.5421
H -0.6818 5.6889 3.1500
H 2.0672 -0.3947 -0.9853
H 4.6463 5.8360 -0.1574
H -2.4873 -0.5187 -0.9706
H 3.9462 4.0679 -2.7450
H -2.2816 3.5782 -0.8404
H 3.9666 5.1164 1.3246
H -2.0855 0.6406 0.3521
H -0.5271 -4.1324 -2.1963
H 1.0596 -2.1836 -2.2101
H 1.1384 6.0482 1.6470
H -0.2066 2.4372 2.5399
H 4.9357 4.1166 0.2065
H 2.2260 -0.4736 0.8567
H -1.0978 -5.2503 -0.0363
H -0.0374 1.6384 0.9935
```

Output
- calculated total energy (Eh) = -1647.16078
- energy relative to the best compared isomer or geometry (same formula, charge and spin) (kJ/mol) = 181.72
- HOMO level (alpha / beta) (eV) = -10.26 / -12.82
- charge = +2
- frontier orbital gap (alpha / beta) (eV) = 4.84 / 5.10
- <S²> = 8.7759
- 2S+1 = 6

These are the Mulliken partial charges, in e, on atoms 1 to 6: 0.6984 0.2840 0.2952 -1.3651 -1.3108 -1.3825

=====

The following is a DFT calculation (the ωB97M-V functional and the def2-TZVPD basis) of one molecule with the formula C22H38N2.

Structure (XYZ):
```
62
C22H38N2 | OMol25 | the ωB97M-V functional and the def2-TZVPD basis
N 2.6229 1.7662 0.0064
N -0.9875 2.5524 -0.3278
C -3.2183 -1.4228 -0.9967
C 4.6288 0.0947 1.6821
C -7.6945 -0.1787 0.1060
C 4.3998 -1.1491 -1.6107
C -2.9881 0.0348 -0.6928
C -2.1230 0.3992 0.2490
C 1.2686 1.9766 0.4858
C 5.7868 0.0058 0.6900
C -6.3120 -0.6403 0.4610
C 4.7205 -1.9832 -0.3706
C 4.1859 0.3082 -1.2017
C 0.2730 1.9167 -0.6792
C 5.4613 0.8386 -0.5487
C 3.3525 -0.4339 1.0286
C -5.6454 -1.4914 -0.3096
C -5.7666 -0.0763 1.7435
C 2.9987 0.3826 -0.2304
C -3.8052 0.9961 -1.5013
C 3.5629 -1.8924 0.6232
C -1.7914 1.8163 0.6443
C 5.9956 -1.4524 0.2832
C -4.2749 -2.0376 -0.0576
H 0.9786 1.2548 1.2653
H -1.5341 2.6706 -1.1752
H 3.9485 0.9144 -2.0813
H -1.2440 1.8134 1.5894
H -6.1075 -1.8421 -1.2249
H -2.2857 -1.9776 -0.8709
H -4.8232 0.6232 -1.5971
H -4.2949 -3.1177 -0.2288
H -8.0561 -0.6644 -0.7971
H 6.8310 -1.5271 -0.4168
H -4.7134 0.1749 1.6476
H 4.4943 1.1298 2.0072
H 6.2870 0.7783 -1.2620
H -6.3123 0.8218 2.0225
H 5.2233 -1.2166 -2.3254
H -7.7032 0.9002 -0.0512
H 2.6511 -2.2885 0.1693
H -3.5487 -1.5386 -2.0308
H -3.9727 -1.8650 0.9749
H 0.1361 0.8740 -1.0080
H -8.3837 -0.3993 0.9209
H 5.3339 1.8882 -0.2786
H 2.5250 -0.3718 1.7460
H 3.5016 -1.5360 -2.0978
H -2.7076 2.3961 0.7952
H 0.7078 2.4789 -1.5087
H 2.1378 -0.0908 -0.7160
H -1.5676 -0.3733 0.7665
H -3.3860 1.0865 -2.5047
H 1.2088 2.9795 0.9135
H 4.8542 -0.4982 2.5724
H -5.8740 -0.8000 2.5521
H -3.8351 1.9844 -1.0505
H 6.2410 -2.0530 1.1625
H 3.2857 2.1974 0.6392
H 6.7006 0.3881 1.1600
H 3.7852 -2.4954 1.5074
H 4.8679 -3.0296 -0.6621
```

Output
- calculated total energy (Eh) = -970.58300
- energy relative to the best compared isomer or geometry (same formula, charge and spin) (kJ/mol) = 32.26
- HOMO level (eV) = -8.33
- SMILES = CC(C)=CCC/C(C)=C/CNCCN[C@H]1[C@@H]2C[C@H]3C[C@@H](C2)C[C@@H]1C3
- frontier orbital gap (eV) = 9.08
- 2S+1 = 1

These are the Mulliken partial charges, in e, on atoms 1 to 6: -0.0984 -0.3501 -1.1774 -1.6120 -1.5915 -1.4320

=====

The following is a DFT calculation (the ωB97M-V functional and the def2-TZVPD basis) of a 6-piece molecular cluster, C22H38N2O12 overall at a distorted geometry.

Structure (XYZ):
```
74
C22H38N2O12 | OMol25 | the ωB97M-V functional and the def2-TZVPD basis
O -0.5975 1.3850 3.1125
O -1.2404 3.1281 -0.8481
O 2.3421 -1.9556 0.3761
O -1.8958 3.3603 2.6240
O -2.9780 1.6805 3.6016
O -3.5836 2.6789 -1.1061
O -2.1979 2.0635 -2.7920
O -0.4541 -6.2856 2.7785
O 2.6579 -2.6273 -1.7501
O 1.2213 -7.5974 3.2636
O 2.2716 -0.4913 -1.4537
O 1.3081 -6.3133 1.5050
N -3.0520 -2.3298 1.6644
N 1.3704 5.7942 1.4871
C -1.8316 2.1423 3.1244
C 0.7029 -6.7723 2.5326
C -2.2453 -0.2278 0.2621
C 2.2102 1.5937 0.9587
C -0.7022 -5.2976 1.8220
C 2.4068 -1.6754 -0.8623
C -2.3333 2.5957 -1.5518
C 2.3069 2.7105 -0.0846
C -3.9277 3.3739 0.1005
C 0.6384 -5.1159 1.1487
C 2.0839 4.9930 1.0496
C 2.7920 -2.0850 -3.0556
C -0.7197 3.8939 2.0665
C 3.3783 0.3701 -3.3768
C -2.7142 -1.3812 1.0485
C 2.3553 -0.6614 -2.8615
C -1.2608 -1.2984 -1.7788
C 2.9826 3.9984 0.4499
C 0.5711 -4.8890 -0.3837
C -2.9117 0.3798 4.0271
C -1.0207 -0.5157 -0.4938
C -0.8822 1.9731 -3.3493
H -0.2907 -1.6345 -2.1531
H -0.9820 4.6644 1.3309
H 3.5942 4.5655 -0.3393
H 4.2679 0.5001 -2.8043
H -3.8975 0.0580 4.2346
H -0.1539 -5.6417 -0.7380
H -0.9747 1.2068 -4.1713
H 1.0921 -4.2334 1.6356
H -3.1560 -0.0246 -0.3905
H 3.6332 0.1857 -4.4145
H -2.5016 -0.2738 3.3522
H 3.8279 -2.2471 -3.2531
H -4.0603 2.7190 0.9199
H 3.6805 3.7709 1.2779
H -2.3025 0.3099 4.9368
H -2.2036 0.6833 0.8423
H -3.1661 4.0966 0.2482
H -0.4884 0.3351 -0.9097
H 0.1891 -3.9489 -0.8359
H 2.9826 1.3767 -3.3847
H -1.8639 -2.1852 -1.6070
H 1.4430 3.0090 -0.6218
H -4.7866 4.0088 -0.0281
H -1.6960 -0.6175 -2.5867
H 1.5664 0.7307 0.6892
H -0.1250 1.6242 -2.6186
H 1.5400 -5.0891 -0.8759
H -1.4156 -5.6952 1.0977
H -1.0939 -4.3341 2.1979
H -0.1128 4.3057 2.8530
H 1.3470 -0.5720 -3.3402
H 2.2284 -2.6501 -3.8011
H -0.1802 -1.0242 0.0456
H -0.1773 3.1233 1.4472
H 1.7334 1.9914 1.8789
H 2.9592 2.2788 -0.8419
H 3.1277 1.1514 1.2130
H -0.6347 2.8810 -3.7404
```

Output
- calculated total energy (Eh) = -1873.33360
- energy relative to the best compared isomer or geometry (same formula, charge and spin) (kJ/mol) = 53.81
- HOMO level (eV) = -9.92
- SMILES = C[C@H]1COC(=O)O1.C[C@H]1COC(=O)O1.COC(=O)OC.COC(=O)OC.CCCC#N.CCCC#N
- frontier orbital gap (eV) = 9.88
- 2S+1 = 1

These are the Mulliken partial charges, in e, on atoms 1 to 6: -0.5872 -0.4770 -0.6070 -0.3155 -0.2720 -0.3468

=====

The following is a DFT calculation (the ωB97M-V functional and the def2-TZVPD basis) of C22H38N5PS3W as an isolated structure at a distorted geometry.

Structure (XYZ):
```
70
C22H38N5PS3W | OMol25 | the ωB97M-V functional and the def2-TZVPD basis
W -2.7123 0.4446 0.3584
S -2.8569 1.2745 2.5699
S -5.2355 0.2726 4.1853
S -4.2971 -0.8563 1.4763
P 0.5265 -0.5505 -0.1308
N 1.3670 0.8431 -0.4462
N -1.0772 -0.2027 -0.1183
N -3.6655 1.4511 -1.0152
N 1.0005 -1.6901 -1.1821
N 0.8294 -0.9317 1.5086
C 0.9480 -3.1149 -0.8207
C 1.5176 -1.0061 4.3813
C -4.2150 0.2156 2.9239
C 2.1929 -1.1750 1.9420
C -4.6461 0.8525 -1.7549
C 1.8555 3.2571 0.1445
C 1.8592 -3.7215 -3.0436
C 1.7200 -2.2740 -3.4947
C -2.7281 3.7984 -0.7104
C 0.7242 -1.5037 -2.6196
C -4.6820 -0.6109 -2.0202
C -0.2180 -0.9376 2.5448
C 2.5853 -0.6470 3.3039
C 1.0811 1.9646 0.4819
C -5.0096 3.0745 -1.7799
C -3.7528 2.8537 -1.2027
C -5.5041 1.8716 -2.2225
C 2.0986 -3.8906 -1.5515
C 2.7240 0.9371 -1.0547
C 3.7600 1.7145 -0.1668
C 3.4027 3.1829 0.0300
C 0.2229 -1.6910 3.7955
H -6.3404 1.7055 -2.8726
H -0.3142 0.1393 2.8218
H 1.1198 -0.1019 4.8825
H -2.1960 3.4092 0.1522
H 2.7912 -4.1191 -3.4641
H 2.7628 0.4636 3.2916
H 1.2476 1.6497 1.5397
H 2.8901 -0.8754 1.1629
H 1.0185 -4.3185 -3.3748
H 4.6874 1.6830 -0.7242
H -4.2826 -1.1916 -1.1785
H 1.4055 3.6264 -0.8041
H 3.6257 3.8493 -0.8235
H -5.5002 4.0439 -1.8462
H 2.0823 -4.8832 -1.1976
H 2.3378 -2.2920 1.9558
H -5.7356 -0.9245 -2.1956
H 3.8696 1.1479 0.8035
H 3.5270 -1.1968 3.5951
H -2.0031 3.9993 -1.4859
H 1.0290 -3.2924 0.2665
H 3.9223 3.5707 0.9133
H -0.5548 -1.6017 4.5508
H 1.5364 3.9538 0.9559
H 3.0770 -3.3924 -1.3503
H -0.0064 2.1786 0.5241
H 2.6150 1.3550 -2.0395
H -3.9777 -0.8388 -2.8433
H -3.2767 4.6720 -0.3491
H 0.3538 -2.7480 3.4849
H 2.7058 -1.8062 -3.4156
H -0.3365 -1.8721 -2.7553
H 2.0461 -1.5759 5.1416
H 3.1195 -0.0867 -1.1924
H 0.7830 -0.4457 -2.9124
H -1.2037 -1.3024 2.1634
H -0.0362 -3.5154 -1.1716
H 1.3957 -2.2711 -4.5207
```

Output
- calculated total energy (Eh) = -2737.27683
- HOMO level (eV) = -13.92
- charge = +2
- frontier orbital gap (eV) = 4.09
- 2S+1 = 1

These are the Mulliken partial charges, in e, on atoms 1 to 6: 0.3014 -0.1633 0.0147 -0.1653 -0.8654 0.5216